Entry 1:
Molecular formula: C4H8OS
Method: DFT, the ωB97M-V functional and the def2-TZVPD basis

The geometry in XYZ format:
```
14
Properties=species:S:1:pos:R:3:mulliken_charge:R:1
C -0.06 -1.21 0.83 -1.272
C -0.22 0.03 -0.03 1.021
C 1.05 0.80 -0.48 -0.528
O 2.06 -0.06 -0.87 -0.490
C -1.49 0.77 0.25 -1.068
S -1.50 -0.15 -1.39 -0.199
H 0.88 -1.76 0.75 0.325
H -0.75 -1.95 0.35 0.378
H -0.30 -1.08 1.87 0.294
H 1.53 1.43 0.49 0.214
H 0.67 1.47 -1.28 0.355
H 1.91 -0.57 -1.69 0.320
H -2.16 0.42 0.98 0.362
H -1.61 1.87 0.22 0.288
```

Calculated values
- ΔE to the lowest compared entry with this formula, charge and spin (eV) = 1.443
- calculated total energy (eV) = -17159.00702
- HOMO-LUMO gap (eV) = 9.593
- net charge = 0
- structure (SMILES) = C[C@]1(CO)CS1

Entry 2:
Molecular formula: C4H8OS
Method: DFT, the ωB97M-V functional and the def2-TZVPD basis

The geometry in XYZ format:
```
14
Properties=species:S:1:pos:R:3:mulliken_charge:R:1
C -1.16 -1.55 -0.04 -0.704
C -1.89 -0.82 0.77 -0.105
C 2.72 1.02 0.20 -0.539
C 1.99 0.26 -0.58 -0.301
O -2.46 0.69 -1.26 -0.585
S -2.92 0.52 0.10 0.346
H -0.58 -2.48 0.11 0.266
H -1.30 -1.15 -1.03 0.330
H -1.76 -0.60 1.85 0.302
H -2.27 1.52 0.82 0.128
H 3.80 0.97 0.02 0.230
H 2.29 1.90 0.70 0.265
H 0.95 0.26 -0.49 0.173
H 2.58 -0.52 -1.17 0.193
```

Calculated values
- ΔE to the lowest compared entry with this formula, charge and spin (eV) = 3.849
- calculated total energy (eV) = -17156.60074
- HOMO-LUMO gap (eV) = 10.132
- net charge = 0

Entry 3:
Molecular formula: C4H8OS
Method: DFT, the ωB97M-V functional and the def2-TZVPD basis

The geometry in XYZ format:
```
14
Properties=species:S:1:pos:R:3:mulliken_charge:R:1
C -0.97 -0.36 -0.34 -0.511
C -1.01 -0.99 1.09 -0.095
C 1.82 0.83 -1.59 -0.653
C -0.99 -0.33 2.20 -0.632
O -0.45 1.07 -0.30 -0.316
S 1.15 1.12 0.00 -0.025
H -1.98 -0.36 -0.52 0.319
H -0.36 -0.85 -1.07 0.283
H -1.26 -2.10 0.97 0.255
H 2.87 0.74 -1.57 0.291
H 1.45 1.54 -2.35 0.302
H 1.37 -0.19 -1.96 0.190
H -0.96 -0.77 3.18 0.280
H -0.67 0.65 2.24 0.312
```

Calculated values
- ΔE to the lowest compared entry with this formula, charge and spin (eV) = 2.887
- calculated total energy (eV) = -17153.97147
- 2S+1 = 3
- HOMO-LUMO gap (spin up / spin down) (eV) = 5.429 / 8.245
- net charge = 0

Entry 4:
Molecular formula: C4H8OS2
Method: DFT, the ωB97M-V functional and the def2-TZVPD basis

The geometry in XYZ format:
```
15
Properties=species:S:1:pos:R:3:mulliken_charge:R:1
C -0.64 0.12 -0.44 -0.715
C -0.92 0.59 -1.90 -0.740
C 0.78 -0.31 -0.17 0.179
C 1.23 -0.25 1.35 -1.249
O -0.07 3.15 -1.50 -0.540
S 1.98 0.89 -1.13 -0.154
S 0.42 1.94 -2.18 0.394
H -0.92 1.01 0.14 0.306
H -1.33 -0.66 -0.19 0.390
H -0.63 -0.09 -2.80 0.322
H -1.87 1.06 -2.04 0.425
H 1.07 -1.24 -0.69 0.328
H 0.92 -1.09 2.05 0.311
H 1.05 0.59 1.96 0.374
H 2.30 -0.24 1.29 0.369
```

Calculated values
- ΔE to the lowest compared entry with this formula, charge and spin (eV) = 1.233
- calculated total energy (eV) = -27994.46826
- HOMO-LUMO gap (eV) = 9.569
- net charge = 0

Which value of ΔE to the lowest compared entry with this formula, charge and spin does entry 4 give?
1.233 eV

What is the calculated total energy in the third record?
-17153.97147 eV

calculated total energy of number 4 (C4H8OS2)?
-27994.46826 eV